No. 1
Computed, not measured: a structure of composition C29H74FNO13Sr in a non-equilibrium geometry, with wB97M-V/def2-TZVPD.

```
! RIJCOSX wB97M-V def2-TZVPD def2/J DEFGRID3
* xyz 0 1
Sr -2.78822 -0.54660 3.64569
C -2.43402 -1.38269 -1.83719
C -1.29688 -1.67006 -0.91330
C 0.10331 -1.60087 -1.63201
C 0.65685 -0.29388 -2.05375
C 0.41462 0.73543 -0.91222
C -0.80112 0.67555 0.11077
N -1.24436 -0.73277 0.28548
O -2.41093 -0.87547 1.13242
C -1.94473 1.69700 -0.30970
C -0.26753 1.14073 1.43055
C -1.49883 -3.22858 -0.51263
H -2.62039 -2.19691 -2.53749
H -2.37604 -0.52133 -2.50263
H -3.40380 -1.43575 -1.34242
H 0.11217 -2.41665 -2.35487
H 0.85510 -2.06464 -0.99338
H 0.19519 0.12603 -2.94742
H 1.69119 -0.43317 -2.36810
H 0.25968 1.64950 -1.48544
H 1.26689 0.84085 -0.24093
H -1.68801 2.74685 -0.45107
H -2.74956 1.70529 0.42533
H -2.65294 1.46713 -1.10574
H -1.09949 1.38274 2.09191
H 0.28078 2.07127 1.57723
H 0.41773 0.47120 1.95040
H -2.41724 -3.34341 0.06306
H -0.74129 -3.52738 0.21191
H -1.50113 -3.71696 -1.48710
F -1.69149 1.50263 4.92123
C -1.41717 4.35798 2.91467
C -2.53169 4.93886 3.74549
C -3.17515 6.15376 3.09386
O -3.49568 3.98682 3.96554
H -0.91371 3.48020 3.31980
H -0.59865 5.06351 2.77199
H -1.61287 4.03952 1.89076
H -2.13562 5.21094 4.72386
H -3.77352 6.65988 3.85143
H -3.75832 6.06708 2.17709
H -2.31805 6.68775 2.68359
H -3.06542 3.12932 3.99987
C 0.42179 4.31051 -5.24220
C -0.71604 3.29139 -5.50259
C -0.45611 2.06110 -4.62700
O -2.00059 3.78945 -5.25509
H 1.32162 4.02657 -5.78789
H 0.62352 4.40985 -4.17564
H 0.24093 5.36156 -5.46731
H -0.68116 3.20111 -6.58829
H -0.48650 2.37978 -3.58508
H 0.49642 1.61623 -4.91490
H -1.36564 1.47893 -4.77505
H -2.68920 3.16422 -5.49279
C 1.59963 4.18405 0.62228
C 1.61667 5.62634 0.16998
C 2.31188 6.55436 1.06605
O 2.16022 5.66958 -1.03834
H 1.07991 3.47766 -0.02503
H 1.19878 4.12635 1.63425
H 2.66134 3.94364 0.67750
H 0.62380 6.06512 0.07107
H 2.29090 7.56106 0.64865
H 3.26807 6.05548 1.22389
H 1.73941 6.73847 1.97516
H 2.98626 5.18224 -0.99650
C 1.85010 -5.78717 -1.31882
C 2.56936 -4.74302 -0.39269
C 2.51767 -5.19491 1.08140
O 4.00064 -4.64653 -0.70935
H 1.64505 -5.53010 -2.35803
H 0.85025 -5.92199 -0.90625
H 2.33270 -6.76010 -1.41168
H 2.13133 -3.76788 -0.60566
H 2.85843 -6.20197 1.32183
H 1.49374 -5.05683 1.42864
H 3.02276 -4.45040 1.69677
H 4.49301 -4.36378 0.06473
C -0.36030 -3.28625 3.60096
C -1.69371 -3.96999 3.39582
O -2.65319 -3.15091 3.99228
O -0.49863 -1.89079 3.19380
H 0.53671 -3.62953 3.08557
H -0.09724 -3.11534 4.64484
H -1.80831 -4.98369 3.77971
H -1.82516 -4.06822 2.31824
H -3.32068 -3.74897 4.33634
H -0.85243 -1.91381 2.30167
C 3.98299 1.06299 -6.05402
C 3.98902 -0.20433 -5.16766
O 5.08473 -0.38581 -4.32224
O 5.03910 0.97507 -6.96864
H 3.89391 2.01504 -5.53078
H 3.11698 1.06178 -6.71594
H 3.94099 -1.05269 -5.85037
H 3.17318 -0.28657 -4.44950
H 5.81788 0.07672 -4.73475
H 4.92814 0.28772 -7.62958
C 2.48379 0.64716 5.03483
C 2.59143 1.64645 3.94311
O 1.65739 2.68719 4.15166
O 1.33936 -0.22553 4.95823
H 2.47282 1.19330 5.97808
H 3.36024 0.00128 4.98222
H 2.22363 1.12796 3.05767
H 3.61479 2.02117 3.92302
H 0.79689 2.27990 4.02818
H 1.26230 -0.57340 4.06680
C -3.23939 -6.65257 1.06134
C -4.17622 -7.89633 0.79059
O -5.02585 -7.78825 -0.28226
O -4.01644 -5.43674 1.09936
H -2.58400 -6.57606 0.19376
H -2.61930 -6.81887 1.94221
H -4.83356 -8.07218 1.64210
H -3.61537 -8.82973 0.74236
H -5.53581 -6.97526 -0.25782
H -4.39131 -5.40302 0.21622
*
```

No. 2
Computed, not measured: a structure of composition C16H28As2S7SbTc in a non-equilibrium geometry, with wB97M-V/def2-TZVPD.

Calculated values
energy relative to the best compared isomer or geometry (same formula, charge and spin)	89.08	kJ/mol

```
! RIJCOSX wB97M-V def2-TZVPD def2/J DEFGRID3
* xyz 4 1
Tc -0.94831 -0.75057 0.03751
C -3.35575 0.57959 2.02707
C -4.25485 0.19785 0.87549
S -3.43095 -0.96418 -0.27569
C -3.79485 -0.15145 -1.86707
C -3.06087 1.15789 -2.06738
S -1.27215 1.08574 -1.64279
C -1.08995 2.61882 -0.67371
C -1.91254 2.61539 0.59327
S -1.67676 1.05441 1.53194
H -3.19964 -0.25143 2.71680
H -3.77178 1.41190 2.59948
H -4.59254 1.06063 0.30335
H -5.13783 -0.31876 1.25532
H -4.87592 0.00043 -1.90166
H -3.54409 -0.87604 -2.63820
H -3.50572 1.97071 -1.49706
H -3.09547 1.43017 -3.12367
H -1.37127 3.45067 -1.32259
H -0.02075 2.69277 -0.46902
H -2.97904 2.74559 0.41696
H -1.58596 3.41855 1.25609
C 1.84795 -1.69627 2.84168
As 1.22695 -0.24508 1.70993
C 1.03116 1.18651 3.01653
C 2.77312 0.36638 0.70789
C 3.90255 0.88444 1.33012
C 4.93901 1.37177 0.54166
C 4.84606 1.35081 -0.84407
C 3.72564 0.81282 -1.46696
C 2.69921 0.31314 -0.67385
As 1.28304 -0.78828 -1.39223
C 1.24580 -0.43027 -3.29480
C 2.07981 -2.55344 -1.23413
H 2.67281 -1.29638 3.43226
H 2.20612 -2.54214 2.25879
H 1.05656 -2.01557 3.51769
H 1.98884 1.25047 3.53376
H 0.25849 0.97109 3.75096
H 0.83656 2.13943 2.52824
H 3.98970 0.92429 2.40846
H 5.82046 1.78325 1.01593
H 5.65063 1.75079 -1.44712
H 3.67224 0.78274 -2.54758
H 2.18193 -0.82342 -3.69392
H 1.18570 0.63958 -3.48168
H 0.42113 -0.93834 -3.78974
H 3.12740 -2.45222 -1.51984
H 1.59045 -3.25936 -1.90319
H 2.02870 -2.90892 -0.20633
S -1.30852 -5.24540 -0.73931
Sb -1.79495 -4.83282 1.67667
S -1.07743 -2.65916 1.49520
S -1.24398 -2.21119 -1.96856
S -2.38617 -3.80796 -1.69696
*
```

No. 3
Computed, not measured: a cluster of 10 separate species, C28H60O10S2 in total in a non-equilibrium geometry, with wB97M-V/def2-TZVPD.

Calculated values
energy relative to the best compared isomer or geometry (same formula, charge and spin)	66.60	kJ/mol

```
! RIJCOSX wB97M-V def2-TZVPD def2/J DEFGRID3
* xyz 0 1
C 4.40578 -1.63896 -2.85216
S 5.09099 -2.96322 -1.80238
O 6.05340 -2.36524 -0.83006
C 3.58892 -3.37249 -0.89838
H 4.01644 -0.85516 -2.17963
H 3.50380 -1.94477 -3.38356
H 5.06464 -1.02862 -3.46605
H 3.49091 -2.81268 0.03468
H 3.60558 -4.41061 -0.56740
H 2.71859 -3.19748 -1.53013
C -3.21677 1.84728 1.81811
S -3.82555 0.17014 2.29978
O -4.57543 -0.31851 1.09181
C -2.26442 -0.77566 2.46141
H -2.62059 2.18091 2.67384
H -4.03614 2.55541 1.71336
H -2.55798 1.93508 0.95368
H -1.73236 -0.39903 3.33625
H -1.66995 -0.69949 1.55519
H -2.53259 -1.79662 2.72926
C -2.04928 -5.07623 0.26066
C -1.59686 -3.70173 -0.20480
O -0.43270 -3.37000 -0.13110
C -2.59140 -2.79472 -0.83920
H -3.03718 -4.90535 0.70619
H -1.41982 -5.48999 1.03805
H -2.24900 -5.67409 -0.62791
H -2.34698 -2.59474 -1.88744
H -2.65222 -1.78286 -0.43607
H -3.57625 -3.26021 -0.80151
C -5.12909 2.36757 -2.31649
C -6.21421 1.56861 -1.66403
O -6.57707 0.51516 -2.12233
C -6.79009 2.08913 -0.36812
H -4.14999 2.13811 -1.88177
H -5.19909 3.44842 -2.19384
H -5.09727 2.06124 -3.36199
H -6.24376 1.83133 0.54405
H -7.75486 1.62652 -0.14818
H -6.92795 3.17202 -0.33612
C 0.91785 -0.60569 -1.05428
C -0.07324 0.47241 -0.67618
O -0.00279 0.95887 0.42471
C -1.12556 0.81650 -1.72887
H 1.21653 -1.03676 -0.10049
H 1.78280 -0.16937 -1.55521
H 0.46268 -1.39514 -1.65020
H -0.75213 0.68658 -2.74623
H -1.36795 1.88092 -1.75233
H -1.99193 0.15929 -1.65751
C 1.94914 -1.96068 5.74804
C 1.05109 -2.46324 4.60642
O 0.05515 -3.09577 4.82644
C 1.38154 -2.00307 3.17585
H 2.97811 -2.29471 5.61519
H 1.52198 -2.43543 6.63346
H 1.92075 -0.89367 5.95667
H 1.96414 -1.07988 3.20524
H 0.51776 -1.81076 2.54326
H 1.98941 -2.79691 2.73327
C 1.53094 4.42765 -3.66839
C 1.53198 3.63244 -2.36966
O 2.31345 2.73638 -2.18087
C 0.60060 4.12151 -1.26765
H 1.02003 5.36643 -3.46269
H 1.05000 3.76584 -4.38731
H 2.54733 4.69560 -3.94774
H -0.28018 4.59911 -1.69572
H 1.17317 4.88767 -0.74266
H 0.31673 3.26798 -0.65733
C -0.62289 -1.20215 -4.84686
C 0.67224 -1.36762 -5.62147
O 1.70849 -0.90175 -5.20240
C 0.61937 -1.94727 -7.02606
H -0.43959 -1.68593 -3.88667
H -1.39627 -1.68677 -5.43987
H -0.82010 -0.14675 -4.69083
H 0.15167 -2.92866 -7.06823
H 1.65976 -2.00348 -7.34427
H 0.11920 -1.22886 -7.67681
C 3.79270 0.05871 0.86864
C 4.16967 1.10954 1.86268
O 3.59596 1.27946 2.91983
C 5.32117 2.04029 1.48717
H 4.67820 -0.46637 0.50330
H 3.32078 0.56940 0.02524
H 3.07293 -0.61080 1.33114
H 5.33132 2.97026 2.03954
H 5.18127 2.17148 0.40757
H 6.26794 1.50944 1.60346
C -0.82743 2.36838 6.26334
C -0.40414 1.38371 5.19424
O -0.52584 0.19100 5.35635
C 0.20675 1.91850 3.93933
H -0.00025 2.44132 6.97259
H -1.72362 2.04242 6.78548
H -1.00353 3.35602 5.83770
H 1.24765 2.21039 4.11600
H -0.33125 2.75520 3.49839
H 0.30627 1.08835 3.23861
*
```

No. 4
Computed, not measured: a structure of composition C24H19Cl3N5ORuSi in a non-equilibrium geometry, with wB97M-V/def2-TZVPD.

Calculated values
energy relative to the best compared isomer or geometry (same formula, charge and spin)	44.07	kJ/mol
<S²>	6.0511

```
! RIJCOSX wB97M-V def2-TZVPD def2/J DEFGRID3
* xyz 1 5
Ru 0.15663 1.12404 0.15612
O 2.29875 1.81897 -3.22978
C 1.69564 1.85082 -2.17087
N 1.14618 0.79509 -1.53540
C 1.11289 -0.47855 -2.19740
C -0.30486 -0.99703 -2.18905
C -0.69836 -2.06795 -2.98449
C -2.01916 -2.47887 -2.94946
C -2.91112 -1.81377 -2.12156
C -2.43236 -0.76444 -1.35942
N -1.16399 -0.37183 -1.38459
C 1.44919 3.13640 -1.42834
C 1.99510 4.33587 -1.86412
C 1.68476 5.49965 -1.18034
C 0.83811 5.42097 -0.08258
C 0.32790 4.18845 0.28693
N 0.62375 3.06769 -0.37028
H 1.77089 -1.19554 -1.68210
H 1.48382 -0.36043 -3.22571
H 0.02031 -2.55485 -3.62495
H -2.35168 -3.29820 -3.56633
H -3.94963 -2.10090 -2.07121
H -3.09282 -0.21499 -0.70629
H 2.64088 4.31481 -2.72846
H 2.09059 6.44728 -1.49516
H 0.56392 6.29757 0.48244
H -0.34629 4.10945 1.13364
C 4.61313 -1.40315 1.43696
C 3.72453 -2.45174 1.63711
C 2.36382 -2.25041 1.55787
C 1.86543 -0.97278 1.25074
C 2.77171 0.09429 1.10234
C 4.12910 -0.12532 1.18811
N 0.52251 -0.72234 1.11351
N -0.30361 -1.69901 1.22339
C -1.59482 -1.80202 1.50364
C -2.05616 -3.14526 1.41224
C -3.35145 -3.49893 1.66515
C -4.28123 -2.51498 2.00377
C -3.87140 -1.20404 2.10469
C -2.54637 -0.79028 1.88714
H 5.67626 -1.57571 1.48962
H 4.10053 -3.43706 1.86451
H 1.66420 -3.05912 1.71330
H 2.38952 1.11156 0.94096
H 4.81962 0.69525 1.06348
H -1.33068 -3.89689 1.14348
H -3.64590 -4.53461 1.59740
H -5.31155 -2.76739 2.19654
H -4.60137 -0.44991 2.35505
Cl -0.28930 1.59775 2.61552
Si -2.25858 1.05413 2.15446
Cl -3.42346 1.92488 3.51983
Cl -2.40349 2.11339 0.34797
*
```

| no. | calculated total energy (eV) |
| --- | --- |
| 1 | -62927.955 |
| 2 | -223266.371 |
| 3 | -72151.630 |
| 4 | -82717.896 |